# C26H45BrN4O4PS

A 2-piece molecular cluster, C26H45BrN4O4PS overall in a non-equilibrium geometry (ωB97M-V/def2-TZVPD, the Open Molecules 2025 dataset).

Element x y z (Å)
C -6.559 4.271 -5.876
C -5.485 3.021 -6.078
C -5.286 2.255 -4.625
C -4.634 3.246 -3.493
N -5.186 2.903 -2.102
C -3.942 2.388 -1.354
C -3.709 0.753 -1.408
Br -4.912 -0.513 -2.386
C -2.409 0.164 -0.600
P -2.036 -1.745 -0.577
O -0.494 -2.060 -0.877
C -1.344 1.160 0.206
N -0.202 0.489 0.915
C 0.733 1.456 1.585
C 0.493 3.064 1.523
C 1.645 4.012 2.279
C 3.124 3.627 1.686
C 3.186 3.403 0.063
C 2.915 4.767 -0.826
S 2.356 4.266 -2.559
O 3.080 5.160 -3.629
O 2.749 2.783 -2.924
O 0.670 4.426 -2.799
N -0.644 3.800 0.872
C -1.535 2.776 0.226
C -2.883 3.371 -0.564
C -3.114 5.027 -0.547
H -7.329 3.965 -5.041
H -5.991 5.285 -5.606
H -7.133 4.372 -6.910
H -4.446 3.403 -6.519
H -5.976 2.224 -6.814
H -6.304 1.748 -4.261
H -4.538 1.364 -4.810
H -4.849 4.397 -3.667
H -3.457 3.083 -3.485
H -5.519 3.800 -1.682
H -2.285 -2.211 0.782
H -2.898 -2.469 -1.505
H 1.657 1.034 2.166
H 1.658 3.736 3.437
H 1.377 5.168 2.204
H 3.857 4.522 1.956
H 3.501 2.684 2.278
H 2.508 2.509 -0.331
H 4.303 3.071 -0.186
H 2.110 5.483 -0.366
H 3.964 5.316 -0.956
H 0.143 4.079 -2.009
H -4.019 5.352 -1.241
H -2.133 5.620 -0.832
H -3.401 5.408 0.547
C 1.186 -2.370 1.622
C 0.746 -3.794 1.321
C 0.556 -4.652 2.571
C 1.788 -4.994 3.417
N 2.859 -5.896 2.756
C 3.908 -5.072 1.988
C 4.971 -4.762 3.022
C 5.105 -6.069 3.764
C 3.687 -6.605 3.876
C 2.248 -6.959 1.853
H 2.162 -2.340 2.112
H 1.259 -1.799 0.691
H 0.462 -1.866 2.269
H 1.443 -4.262 0.621
H -0.217 -3.745 0.797
H 0.037 -5.576 2.288
H -0.149 -4.126 3.229
H 1.422 -5.549 4.290
H 2.294 -4.095 3.784
H 4.312 -5.703 1.188
H 3.452 -4.181 1.560
H 4.641 -3.966 3.697
H 5.912 -4.448 2.562
H 5.575 -5.945 4.744
H 5.723 -6.771 3.191
H 3.248 -6.360 4.850
H 3.647 -7.689 3.726
H 1.797 -6.475 0.984
H 1.501 -7.512 2.430
H 3.043 -7.633 1.518

## Properties
LUMO level   -3.48 eV
HOMO-LUMO gap   0.2554 Ha
Net charge   +1

In elementary charge units, the Mulliken charges are: atom 1 (C): -0.8461, atom 2 (C): -0.5110, atom 3 (C): -0.5912, atom 4 (C): -0.0094, atom 5 (N): -0.4049, atom 6 (C): -0.4505, atom 7 (C): -0.0799, atom 8 (Br): -0.1680, atom 9 (C): 0.0512, atom 10 (P): 0.6950, atom 11 (O): -0.6422, atom 12 (C): -0.3270, atom 13 (N): -0.0390, atom 14 (C): -0.2721, atom 15 (C): 0.2907, atom 16 (C): -0.6328, atom 17 (C): -0.6988, atom 18 (C): -0.4576, atom 19 (C): -0.6802, atom 20 (S): 1.0741, atom 21 (O): -0.6078, atom 22 (O): -0.5850, atom 23 (O): -0.4462, atom 24 (N): -0.4704, atom 25 (C): 0.4837, atom 26 (C): 0.6527, atom 27 (C): -1.1690, atom 28 (H): 0.2345, atom 29 (H): 0.2293, atom 30 (H): 0.3090, atom 31 (H): 0.2653, atom 32 (H): 0.3156, atom 33 (H): 0.2517, atom 34 (H): 0.2552, atom 35 (H): 0.1698, atom 36 (H): 0.2057, atom 37 (H): 0.4104, atom 38 (H): 0.0912, atom 39 (H): 0.0415, atom 40 (H): 0.2578, atom 41 (H): 0.3279, atom 42 (H): 0.3046, atom 43 (H): 0.3110, atom 44 (H): 0.2984, atom 45 (H): 0.2937, atom 46 (H): 0.4132, atom 47 (H): 0.3293, atom 48 (H): 0.3845, atom 49 (H): 0.3788, atom 50 (H): 0.2235, atom 51 (H): 0.2706, atom 52 (H): 0.2938, atom 53 (C): -1.3273, atom 54 (C): 0.1520, atom 55 (C): -1.0904, atom 56 (C): -0.7038, atom 57 (N): 0.4881, atom 58 (C): -0.4070, atom 59 (C): -0.6477, atom 60 (C): -0.5552, atom 61 (C): -0.5323, atom 62 (C): -1.2149, atom 63 (H): 0.3374, atom 64 (H): 0.3558, atom 65 (H): 0.3766, atom 66 (H): 0.2456, atom 67 (H): 0.0507, atom 68 (H): 0.3798, atom 69 (H): 0.5221, atom 70 (H): 0.4036, atom 71 (H): 0.3683, atom 72 (H): 0.4258, atom 73 (H): 0.1101, atom 74 (H): 0.2452, atom 75 (H): 0.4445, atom 76 (H): 0.3394, atom 77 (H): 0.3098, atom 78 (H): 0.3055, atom 79 (H): 0.3265, atom 80 (H): 0.3495, atom 81 (H): 0.4260, atom 82 (H): 0.4912

# C6H16IO2Zn

C6H16IO2Zn as an isolated structure in a non-equilibrium geometry (ωB97M-V/def2-TZVPD, the Open Molecules 2025 dataset).

Element x y z (Å)
Zn -0.077 -0.703 5.448
I -1.221 0.644 3.215
C 1.261 2.323 0.111
C -0.043 2.669 -0.551
C -0.802 1.408 -0.958
O -0.788 3.315 0.491
H 1.968 1.864 -0.581
H 1.178 1.675 0.984
H 1.771 3.194 0.521
H 0.012 3.375 -1.380
H -1.779 1.676 -1.360
H -0.816 0.639 -0.186
H -0.330 0.847 -1.765
H -0.842 2.673 1.202
C -0.635 -2.409 -1.610
C -0.233 -2.480 -0.182
C 1.194 -1.901 0.156
O -1.222 -1.731 0.473
H 0.081 -2.878 -2.285
H -0.553 -1.384 -1.973
H -1.626 -2.816 -1.809
H -0.313 -3.494 0.209
H 1.258 -0.823 0.013
H 1.872 -2.309 -0.594
H 1.584 -2.092 1.156
H -0.901 -1.281 1.258

## Properties
Energy above the lowest of the compared OMol25 structures with the same formula, charge and spin   218.5 kJ/mol
LUMO level   -9.00 eV
HOMO-LUMO gap   0.1332 Ha
Net charge   +1

In elementary charge units, the Mulliken charges are: atom 1 (Zn): 0.7707, atom 2 (I): 0.2617, atom 3 (C): -0.9976, atom 4 (C): 0.2031, atom 5 (C): -0.7969, atom 6 (O): -0.5010, atom 7 (H): 0.3405, atom 8 (H): 0.1562, atom 9 (H): 0.3584, atom 10 (H): 0.3418, atom 11 (H): 0.3261, atom 12 (H): 0.0860, atom 13 (H): 0.3022, atom 14 (H): 0.1360, atom 15 (C): -1.1875, atom 16 (C): 0.5654, atom 17 (C): -0.9895, atom 18 (O): -0.4602, atom 19 (H): 0.4058, atom 20 (H): 0.1471, atom 21 (H): 0.3400, atom 22 (H): 0.2287, atom 23 (H): 0.1095, atom 24 (H): 0.3786, atom 25 (H): 0.3326, atom 26 (H): 0.1423

# C3HBrOS2

C3HBrOS2 as an isolated structure in a non-equilibrium geometry (ωB97M-V/def2-TZVPD, the Open Molecules 2025 dataset).

Element x y z (Å)
C -0.085 -0.261 -0.291
C -1.927 -0.608 0.346
C -0.551 -2.902 -0.041
O -0.328 -4.071 -0.033
S 0.760 -1.673 -0.070
S -2.214 -2.250 0.044
Br -3.183 0.684 -0.047
H 0.322 0.688 0.002

## Properties
Energy above the lowest of the compared OMol25 structures with the same formula, charge and spin   383.5 kJ/mol
LUMO level (alpha / beta)   -0.83 / -0.93 eV
HOMO-LUMO gap (alpha / beta)   0.2715 / 0.2722 Ha

In elementary charge units, the Mulliken charges are: atom 1 (C): -0.3365, atom 2 (C): 0.0420, atom 3 (C): 0.4869, atom 4 (O): -0.4406, atom 5 (S): -0.0536, atom 6 (S): -0.0527, atom 7 (Br): -0.0305, atom 8 (H): 0.3851

# C3H3I3N3O2

A 2-piece molecular cluster, C3H3I3N3O2 overall in a non-equilibrium geometry (ωB97M-V/def2-TZVPD, the Open Molecules 2025 dataset).

Element x y z (Å)
C 0.025 0.198 -1.161
C -1.240 0.769 -1.256
C -1.701 -3.094 -0.772
N -2.472 -2.213 -0.546
N -2.211 1.490 -1.157
N 0.508 0.224 0.039
O -3.122 2.127 -0.764
O -0.793 -3.787 -0.952
I -6.833 -0.049 1.207
I -6.787 1.909 -0.591
I -4.172 -1.535 -0.053
H 0.611 0.023 -2.071
H 1.457 0.076 0.100
H 0.021 0.749 0.816

## Properties
LUMO level   -6.51 eV
HOMO-LUMO gap   0.1992 Ha
Net charge   +1

In elementary charge units, the Mulliken charges are: atom 1 (C): -0.0789, atom 2 (C): 0.2334, atom 3 (C): 0.5915, atom 4 (N): -0.4938, atom 5 (N): 0.4818, atom 6 (N): -0.2356, atom 7 (O): -0.3766, atom 8 (O): -0.4293, atom 9 (I): 0.0012, atom 10 (I): 0.0437, atom 11 (I): 0.3111, atom 12 (H): 0.3767, atom 13 (H): 0.2760, atom 14 (H): 0.2987

# C13H24BrFN4NiO3

C13H24BrFN4NiO3 as an isolated structure in a non-equilibrium geometry (ωB97M-V/def2-TZVPD, the Open Molecules 2025 dataset).

Element x y z (Å)
C -1.789 -2.368 -2.510
C -1.450 -2.068 -1.398
C -0.821 -1.615 -0.168
C -0.641 -2.906 0.801
O 0.688 -3.018 1.174
C 1.543 -3.649 0.239
C 2.898 -3.955 0.866
O -1.603 -0.748 0.568
C -1.920 0.554 0.025
O -1.073 0.988 -0.974
C -1.826 1.542 1.209
C -0.804 1.173 2.280
C 0.644 1.027 1.803
C 1.140 2.215 0.957
N 2.124 1.734 -0.051
C 2.576 2.697 -0.942
N 3.078 3.826 -0.549
N 2.505 2.362 -2.271
C -3.420 0.556 -0.463
Br -4.409 -1.049 0.047
N -3.513 0.679 -1.901
F -4.038 1.936 -2.220
H -1.996 -2.734 -3.492
H 0.186 -1.242 -0.370
H -1.209 -2.742 1.715
H -0.977 -3.805 0.290
H 1.690 -2.953 -0.607
H 1.065 -4.552 -0.150
H 2.815 -3.902 1.950
H 3.232 -4.953 0.594
H 3.661 -3.259 0.526
H -1.310 0.558 -1.814
H -2.798 1.613 1.697
H -1.617 2.540 0.826
H -1.111 0.276 2.815
H -0.796 1.966 3.031
H 1.276 1.001 2.691
H 0.841 0.091 1.273
H 0.346 2.768 0.460
H 1.678 2.876 1.635
H 1.621 1.046 -0.605
H 3.108 3.896 0.460
H 1.627 1.926 -2.518
H 2.706 3.141 -2.882
H -3.975 1.373 -0.012
H -4.110 -0.015 -2.325
Ni 4.159 5.174 -1.712

## Properties
Spin multiplicity   3
⟨S²⟩   2.0098
LUMO level (alpha / beta)   -6.66 / -10.90 eV
HOMO-LUMO gap (alpha / beta)   0.3020 / 0.1455 Ha
Net charge   +2

In elementary charge units, the Mulliken charges are: atom 1 (C): -0.0101, atom 2 (C): -1.2402, atom 3 (C): 1.9678, atom 4 (C): -0.7801, atom 5 (O): -0.1184, atom 6 (C): 0.0064, atom 7 (C): -1.1544, atom 8 (O): -0.2887, atom 9 (C): 1.1232, atom 10 (O): -0.5012, atom 11 (C): -1.6254, atom 12 (C): -1.1715, atom 13 (C): -0.2318, atom 14 (C): -0.7823, atom 15 (N): -0.2203, atom 16 (C): 0.9227, atom 17 (N): -0.6926, atom 18 (N): -0.5049, atom 19 (C): -0.8114, atom 20 (Br): -0.0745, atom 21 (N): -0.1444, atom 22 (F): -0.2311, atom 23 (H): 0.4909, atom 24 (H): -0.3678, atom 25 (H): 0.2872, atom 26 (H): 0.4882, atom 27 (H): 0.2599, atom 28 (H): 0.4008, atom 29 (H): 0.3218, atom 30 (H): 0.3482, atom 31 (H): 0.3257, atom 32 (H): 0.4774, atom 33 (H): 0.6199, atom 34 (H): 0.4460, atom 35 (H): 0.4470, atom 36 (H): 0.4846, atom 37 (H): 0.6079, atom 38 (H): -0.1540, atom 39 (H): 0.4490, atom 40 (H): 0.3653, atom 41 (H): 0.0464, atom 42 (H): 0.2895, atom 43 (H): 0.2581, atom 44 (H): 0.1884, atom 45 (H): 0.6274, atom 46 (H): 0.3164, atom 47 (Ni): 0.5390

Copy entry 5 word for word.
# C13H24BrFN4NiO3

C13H24BrFN4NiO3 as an isolated structure in a non-equilibrium geometry (ωB97M-V/def2-TZVPD, the Open Molecules 2025 dataset).

Element x y z (Å)
C -1.789 -2.368 -2.510
C -1.450 -2.068 -1.398
C -0.821 -1.615 -0.168
C -0.641 -2.906 0.801
O 0.688 -3.018 1.174
C 1.543 -3.649 0.239
C 2.898 -3.955 0.866
O -1.603 -0.748 0.568
C -1.920 0.554 0.025
O -1.073 0.988 -0.974
C -1.826 1.542 1.209
C -0.804 1.173 2.280
C 0.644 1.027 1.803
C 1.140 2.215 0.957
N 2.124 1.734 -0.051
C 2.576 2.697 -0.942
N 3.078 3.826 -0.549
N 2.505 2.362 -2.271
C -3.420 0.556 -0.463
Br -4.409 -1.049 0.047
N -3.513 0.679 -1.901
F -4.038 1.936 -2.220
H -1.996 -2.734 -3.492
H 0.186 -1.242 -0.370
H -1.209 -2.742 1.715
H -0.977 -3.805 0.290
H 1.690 -2.953 -0.607
H 1.065 -4.552 -0.150
H 2.815 -3.902 1.950
H 3.232 -4.953 0.594
H 3.661 -3.259 0.526
H -1.310 0.558 -1.814
H -2.798 1.613 1.697
H -1.617 2.540 0.826
H -1.111 0.276 2.815
H -0.796 1.966 3.031
H 1.276 1.001 2.691
H 0.841 0.091 1.273
H 0.346 2.768 0.460
H 1.678 2.876 1.635
H 1.621 1.046 -0.605
H 3.108 3.896 0.460
H 1.627 1.926 -2.518
H 2.706 3.141 -2.882
H -3.975 1.373 -0.012
H -4.110 -0.015 -2.325
Ni 4.159 5.174 -1.712

## Properties
Spin multiplicity   3
⟨S²⟩   2.0098
LUMO level (alpha / beta)   -6.66 / -10.90 eV
HOMO-LUMO gap (alpha / beta)   0.3020 / 0.1455 Ha
Net charge   +2

In elementary charge units, the Mulliken charges are: atom 1 (C): -0.0101, atom 2 (C): -1.2402, atom 3 (C): 1.9678, atom 4 (C): -0.7801, atom 5 (O): -0.1184, atom 6 (C): 0.0064, atom 7 (C): -1.1544, atom 8 (O): -0.2887, atom 9 (C): 1.1232, atom 10 (O): -0.5012, atom 11 (C): -1.6254, atom 12 (C): -1.1715, atom 13 (C): -0.2318, atom 14 (C): -0.7823, atom 15 (N): -0.2203, atom 16 (C): 0.9227, atom 17 (N): -0.6926, atom 18 (N): -0.5049, atom 19 (C): -0.8114, atom 20 (Br): -0.0745, atom 21 (N): -0.1444, atom 22 (F): -0.2311, atom 23 (H): 0.4909, atom 24 (H): -0.3678, atom 25 (H): 0.2872, atom 26 (H): 0.4882, atom 27 (H): 0.2599, atom 28 (H): 0.4008, atom 29 (H): 0.3218, atom 30 (H): 0.3482, atom 31 (H): 0.3257, atom 32 (H): 0.4774, atom 33 (H): 0.6199, atom 34 (H): 0.4460, atom 35 (H): 0.4470, atom 36 (H): 0.4846, atom 37 (H): 0.6079, atom 38 (H): -0.1540, atom 39 (H): 0.4490, atom 40 (H): 0.3653, atom 41 (H): 0.0464, atom 42 (H): 0.2895, atom 43 (H): 0.2581, atom 44 (H): 0.1884, atom 45 (H): 0.6274, atom 46 (H): 0.3164, atom 47 (Ni): 0.5390

Please write out number 5 again, unchanged.
# C13H24BrFN4NiO3

C13H24BrFN4NiO3 as an isolated structure in a non-equilibrium geometry (ωB97M-V/def2-TZVPD, the Open Molecules 2025 dataset).

Element x y z (Å)
C -1.789 -2.368 -2.510
C -1.450 -2.068 -1.398
C -0.821 -1.615 -0.168
C -0.641 -2.906 0.801
O 0.688 -3.018 1.174
C 1.543 -3.649 0.239
C 2.898 -3.955 0.866
O -1.603 -0.748 0.568
C -1.920 0.554 0.025
O -1.073 0.988 -0.974
C -1.826 1.542 1.209
C -0.804 1.173 2.280
C 0.644 1.027 1.803
C 1.140 2.215 0.957
N 2.124 1.734 -0.051
C 2.576 2.697 -0.942
N 3.078 3.826 -0.549
N 2.505 2.362 -2.271
C -3.420 0.556 -0.463
Br -4.409 -1.049 0.047
N -3.513 0.679 -1.901
F -4.038 1.936 -2.220
H -1.996 -2.734 -3.492
H 0.186 -1.242 -0.370
H -1.209 -2.742 1.715
H -0.977 -3.805 0.290
H 1.690 -2.953 -0.607
H 1.065 -4.552 -0.150
H 2.815 -3.902 1.950
H 3.232 -4.953 0.594
H 3.661 -3.259 0.526
H -1.310 0.558 -1.814
H -2.798 1.613 1.697
H -1.617 2.540 0.826
H -1.111 0.276 2.815
H -0.796 1.966 3.031
H 1.276 1.001 2.691
H 0.841 0.091 1.273
H 0.346 2.768 0.460
H 1.678 2.876 1.635
H 1.621 1.046 -0.605
H 3.108 3.896 0.460
H 1.627 1.926 -2.518
H 2.706 3.141 -2.882
H -3.975 1.373 -0.012
H -4.110 -0.015 -2.325
Ni 4.159 5.174 -1.712

## Properties
Spin multiplicity   3
⟨S²⟩   2.0098
LUMO level (alpha / beta)   -6.66 / -10.90 eV
HOMO-LUMO gap (alpha / beta)   0.3020 / 0.1455 Ha
Net charge   +2

In elementary charge units, the Mulliken charges are: atom 1 (C): -0.0101, atom 2 (C): -1.2402, atom 3 (C): 1.9678, atom 4 (C): -0.7801, atom 5 (O): -0.1184, atom 6 (C): 0.0064, atom 7 (C): -1.1544, atom 8 (O): -0.2887, atom 9 (C): 1.1232, atom 10 (O): -0.5012, atom 11 (C): -1.6254, atom 12 (C): -1.1715, atom 13 (C): -0.2318, atom 14 (C): -0.7823, atom 15 (N): -0.2203, atom 16 (C): 0.9227, atom 17 (N): -0.6926, atom 18 (N): -0.5049, atom 19 (C): -0.8114, atom 20 (Br): -0.0745, atom 21 (N): -0.1444, atom 22 (F): -0.2311, atom 23 (H): 0.4909, atom 24 (H): -0.3678, atom 25 (H): 0.2872, atom 26 (H): 0.4882, atom 27 (H): 0.2599, atom 28 (H): 0.4008, atom 29 (H): 0.3218, atom 30 (H): 0.3482, atom 31 (H): 0.3257, atom 32 (H): 0.4774, atom 33 (H): 0.6199, atom 34 (H): 0.4460, atom 35 (H): 0.4470, atom 36 (H): 0.4846, atom 37 (H): 0.6079, atom 38 (H): -0.1540, atom 39 (H): 0.4490, atom 40 (H): 0.3653, atom 41 (H): 0.0464, atom 42 (H): 0.2895, atom 43 (H): 0.2581, atom 44 (H): 0.1884, atom 45 (H): 0.6274, atom 46 (H): 0.3164, atom 47 (Ni): 0.5390